P.
# C5H11NOS

3 unconnected molecules or ions with the total composition C5H11NOS (ωB97M-V/def2-TZVPD, the OMol25 dataset).

```
19
Properties=species:S:1:pos:R:3
C -0.718 2.699 0.119
N 0.647 2.295 0.472
C 0.894 1.099 0.742
C -0.008 -0.120 0.420
C 0.537 -0.960 -0.787
S -1.928 -1.729 -2.355
C 1.968 0.268 1.351
O 1.937 -0.094 2.500
H -1.135 1.918 -0.514
H -0.861 3.702 -0.254
H -1.285 2.556 1.047
H -2.027 -3.796 -0.771
H -1.336 -4.009 -0.893
H -0.264 -0.773 1.250
H -0.995 0.223 0.091
H 1.350 -1.605 -0.444
H -0.457 -1.421 -1.059
H 0.862 -0.317 -1.604
H 2.818 0.063 0.689
```

## Properties
- <S²> = 0.75
- charge = -1
- LUMO (alpha / beta) (eV) = 3.3457 / 3.3380
- multiplicity = 2
- HOMO (alpha / beta) (eV) = -3.1 / -2.7
- HOMO-LUMO gap (alpha / beta) (eV) = 6.44 / 6.02

Q.
# C5H11NOS

A gas-phase ion, C5H11NOS (charge -1) (ωB97M-V/def2-TZVPD, the OMol25 dataset).

```
19
Properties=species:S:1:pos:R:3
C 0.582 -2.470 -0.897
N 0.030 -1.693 0.224
C 0.205 -0.269 -0.046
C -0.830 0.474 0.892
C -0.975 1.897 0.495
S -2.331 2.138 -0.769
C 1.550 0.411 0.243
O 2.381 0.840 -0.612
H -0.124 -2.463 -1.734
H 1.514 -2.051 -1.280
H 0.696 -3.535 -0.672
H 0.526 -1.956 1.070
H 0.056 -0.008 -1.099
H -0.453 0.322 1.916
H -1.723 -0.160 0.905
H -0.027 2.389 0.240
H -1.190 2.619 1.302
H -1.700 3.052 -1.519
H 1.814 0.463 1.342
```

## Properties
- <S²> = 0.75
- charge = -1
- LUMO (alpha / beta) (eV) = 3.2227 / 3.1304
- multiplicity = 2
- HOMO (alpha / beta) (eV) = 0.2 / -3.3
- HOMO-LUMO gap (alpha / beta) (eV) = 3.07 / 6.39

Which structure is the least stable? The one labeled P.

P.
# C2H3N3OS

A single C2H3N3OS molecule (ωB97M-V/def2-TZVPD, the OMol25 dataset).

```
10
Properties=species:S:1:pos:R:3
N -1.442 -0.068 -0.319
C -0.162 -0.341 0.565
S 0.799 -1.711 0.018
N 2.096 -0.671 -0.485
N 1.866 0.526 -0.364
C 0.649 0.973 0.177
O 0.320 2.095 0.347
H -2.338 -0.669 -0.321
H -1.199 0.327 -1.273
H -0.589 -0.461 1.655
```

## Properties
- charge = 0
- LUMO (eV) = -1.1194
- SMILES = N[C@H]1SN=NC1=O
- HOMO (eV) = -9.4
- HOMO-LUMO gap (eV) = 8.28

Q.
# C2H3N3OS

A single C2H3N3OS molecule (ωB97M-V/def2-TZVPD, the OMol25 dataset).

```
10
Properties=species:S:1:pos:R:3
N -0.852 1.437 1.613
N -0.838 0.539 0.609
C 0.142 -0.024 0.141
N 0.057 -1.101 -0.790
S -0.414 -0.728 -2.520
C 0.841 -1.598 -1.676
O 1.727 -2.326 -1.964
H -1.789 1.537 2.017
H -0.130 2.089 2.063
H 1.256 0.177 0.507
```

## Properties
- charge = 0
- LUMO (eV) = -0.0196
- SMILES = N/N=C/N1SC1=O
- HOMO (eV) = -8.9
- HOMO-LUMO gap (eV) = 8.88

Which structure is the least stable? The one labeled Q.

P.
# C4H4N

A gas-phase ion, C4H4N (charge +1) (ωB97M-V/def2-TZVPD, the OMol25 dataset).

```
9
Properties=species:S:1:pos:R:3
C -2.359 -0.102 0.165
N -1.310 0.111 -0.256
C 0.099 0.247 -0.272
C 1.153 0.942 0.018
C 1.332 -0.589 -0.011
H -3.274 -0.309 0.663
H 1.529 1.946 -0.235
H 1.662 -1.045 -0.900
H 1.168 -1.202 0.829
```

## Properties
- charge = +1
- LUMO (eV) = -5.7588
- SMILES = C#[N+]C1=CC1
- HOMO (eV) = -15.0
- HOMO-LUMO gap (eV) = 9.20

Q.
# C4H4N

2 unconnected molecules or ions with the total composition C4H4N (ωB97M-V/def2-TZVPD, the OMol25 dataset).

```
9
Properties=species:S:1:pos:R:3
C 2.573 -0.552 0.096
C -0.153 1.215 -0.238
C -1.107 0.431 -0.064
C -1.978 -0.487 0.156
N 2.242 0.521 -0.058
H 3.107 -1.477 0.075
H 0.489 1.910 -0.613
H -2.397 -0.660 1.169
H -2.775 -0.901 -0.522
```

## Properties
- charge = +1
- LUMO (eV) = -7.9789
- HOMO (eV) = -16.6
- HOMO-LUMO gap (eV) = 8.65

Which structure is the least stable? The one labeled Q.